Below is C25H56O7SSi2 as an isolated structure, with properties calculated with ωB97M-V/def2-TZVPD.

Positions of all 91 atoms, in Å:
C 4.82 -4.43 -5.05
Si 4.10 -2.78 -5.48
O 2.47 -2.86 -5.80
Si 1.21 -2.93 -4.77
S 1.01 -4.85 -3.85
H 5.71 -4.29 -4.43
H 4.12 -5.06 -4.49
H 5.13 -4.97 -5.95
H 4.74 -2.24 -6.70
H 4.30 -1.83 -4.36
H 1.37 -2.01 -3.63
H -0.01 -2.65 -5.55
H 0.96 -5.55 -4.99
C 0.83 2.94 -4.10
C -0.40 2.40 -4.82
C -0.14 0.90 -4.80
O 0.59 0.64 -3.60
C 1.05 1.87 -3.03
H 0.69 3.92 -3.66
H 1.68 2.97 -4.78
H -1.30 2.63 -4.25
H -0.52 2.79 -5.83
H 0.47 0.59 -5.66
H -1.05 0.30 -4.79
H 0.46 2.09 -2.14
H 2.09 1.76 -2.74
C 1.69 -7.75 0.55
C 1.60 -7.41 -0.94
C 2.99 -6.85 -1.21
O 3.87 -7.54 -0.32
C 3.12 -8.26 0.65
H 0.95 -8.48 0.88
H 1.57 -6.84 1.15
H 1.43 -8.31 -1.52
H 0.81 -6.69 -1.18
H 3.03 -5.78 -1.00
H 3.32 -7.01 -2.23
H 3.17 -9.33 0.43
H 3.57 -8.09 1.63
C -0.04 5.24 1.50
C 0.49 3.83 1.76
C 0.19 3.15 0.43
O 0.28 4.17 -0.58
C 0.35 5.45 0.04
H 0.38 5.99 2.16
H -1.13 5.27 1.61
H 1.56 3.86 1.95
H 0.02 3.33 2.61
H -0.82 2.73 0.41
H 0.89 2.35 0.19
H 1.38 5.84 -0.03
H -0.31 6.13 -0.49
C 1.69 3.08 7.13
C 1.27 1.64 6.83
C 0.82 1.76 5.38
O 1.62 2.78 4.79
C 2.32 3.50 5.81
H 2.37 3.17 7.97
H 0.81 3.69 7.34
H 2.14 0.97 6.91
H 0.49 1.27 7.49
H -0.24 2.03 5.31
H 0.96 0.84 4.81
H 3.38 3.23 5.78
H 2.22 4.57 5.61
C -4.42 0.98 4.17
C -4.25 1.60 2.79
C -2.88 2.26 2.91
O -2.13 1.44 3.81
C -3.00 0.53 4.48
H -5.13 0.16 4.20
H -4.74 1.74 4.89
H -4.20 0.82 2.02
H -5.03 2.30 2.52
H -2.96 3.27 3.33
H -2.35 2.32 1.97
H -2.82 -0.48 4.09
H -2.76 0.53 5.54
C -4.07 -0.17 -1.33
C -2.93 0.84 -1.22
C -3.59 2.10 -1.75
O -4.97 2.01 -1.38
C -5.27 0.68 -0.95
H -3.95 -1.04 -0.69
H -4.17 -0.53 -2.36
H -2.63 0.97 -0.18
H -2.04 0.56 -1.79
H -3.51 2.17 -2.84
H -3.18 3.02 -1.31
H -5.41 0.69 0.14
H -6.20 0.36 -1.41

Properties
LUMO level = 0.6 eV
Highest occupied orbital energy = -9.35 eV
Net charge = 0
Relative energy (zero: lowest compared OMol25 entry of this formula, charge and spin) = 0.0 kJ/mol
Strongest force on any atom = 0.3 eV Å⁻¹
Gap between HOMO and LUMO = 9.950 eV